1.
Computed, not measured: C4H10NO3 as an isolated structure in a non-equilibrium geometry, with ωB97M-V/def2-TZVPD.

The max |F| comes out at 0.082 Eh/bohr. For the HOMO energy, the calculation gives -3.2 eV. For the energy relative to the best compared isomer or geometry (same formula, charge and spin), the calculation gives 4.778 eV. The charge is -1. Its LUMO energy is 3.77 eV. The total energy is -11940.618 eV.

Each line ends with the natural charge from an NBO analysis.
CARTESIAN COORDINATES (ANGSTROEM)
C -2.11675 1.04696 -1.46098  -0.653
C -0.61593 1.30289 -2.03496  -0.206
N 0.45358 0.97063 -1.11725  -0.772
C 0.61555 -0.40007 -0.73865  -0.184
C 1.14223 -1.28360 1.23278  0.817
O 0.20531 -1.39539 2.02432  -0.651
O 2.30471 -1.62252 1.06795  -0.634
H -2.76803 0.69012 -2.29831  0.167
H -2.20011 0.28378 -0.75038  0.219
H -2.50091 2.01258 -1.09513  0.197
H -0.49049 2.40929 -2.23334  0.184
H -0.64005 0.65366 -2.93720  0.134
H -0.38815 -0.84354 -0.71731  0.158
H 1.25725 -1.13854 -1.24778  0.177
H 1.00274 -0.34600 0.44742  0.130
H -0.86642 0.19016 1.69340  0.477
H -0.53819 1.14265 0.38450  0.492
O -1.12975 0.97432 1.23971  -1.051

Cartesian forces (eV/Å) of the 2 atoms listed first:
0.2723 1.5883 -2.6335
-1.4571 -0.8367 1.3268

---

2.
Computed, not measured: ClNa2O4 as an isolated structure in a non-equilibrium geometry, with ωB97M-V/def2-TZVPD.

The max |F| comes out at 0.092 Eh/bohr. For the HOMO energy, the calculation gives -10.3 eV. For the energy relative to the best compared isomer or geometry (same formula, charge and spin), the calculation gives 2.260 eV. The charge is +1. Its LUMO energy is -4.61 eV. The total energy is -29530.717 eV.

Each line ends with the natural charge from an NBO analysis.
CARTESIAN COORDINATES (ANGSTROEM)
Na 0.64829 -3.04615 4.30035  0.999
Na -0.51188 4.05451 -3.46148  0.999
Cl -0.04362 -0.28294 -0.17884  2.507
O -0.81505 0.73580 -0.97146  -0.911
O -0.74886 -0.86520 0.99596  -0.872
O 0.56431 -1.22575 -1.04081  -0.818
O 0.90681 0.62974 0.35628  -0.905

Cartesian forces (eV/Å) of the 2 atoms listed first:
-0.0886 0.2111 -0.3353
0.0060 -0.3541 0.2618

---

3.
Computed, not measured: one molecule with the formula C21H31BrN4O2, with ωB97M-V/def2-TZVPD.

The max |F| comes out at 0.000 Eh/bohr. For the HOMO energy, the calculation gives -8.3 eV. The structure (SMILES) is CCN1CCC[C@@H]1CN1C[C@H](C(=O)Nc2ccc(Br)cc2NC(C)C)CC1=O. For the energy relative to the best compared isomer or geometry (same formula, charge and spin), the calculation gives 0.176 eV. Its LUMO energy is 0.39 eV. The total energy is -102379.636 eV.

Each line ends with the natural charge from an NBO analysis.
CARTESIAN COORDINATES (ANGSTROEM)
C -3.42621 5.53248 0.97759  -0.614
C -2.27467 4.60229 1.32069  -0.206
N -0.97741 5.22842 1.14540  -0.450
C -0.71070 6.33633 2.05285  -0.219
C 0.78926 6.52603 1.91400  -0.410
C 1.29565 5.08215 1.88485  -0.406
C 0.14091 4.27691 1.25793  -0.039
C 0.42156 3.73401 -0.14425  -0.205
N 1.04842 2.42168 -0.21621  -0.434
C 0.76451 1.57400 -1.36168  -0.194
C 1.79892 0.44538 -1.25474  -0.302
C 1.25937 -0.87929 -1.76327  0.689
O 0.17578 -1.30101 -1.41517  -0.612
N 2.10430 -1.55612 -2.59626  -0.623
C 1.85108 -2.80888 -3.20925  0.069
C 0.60006 -3.15243 -3.68754  -0.168
C 0.40107 -4.35947 -4.34344  -0.274
C 1.48481 -5.19585 -4.52059  -0.058
Br 1.25241 -6.84153 -5.43283  0.052
C 2.74441 -4.88065 -4.03968  -0.321
C 2.94280 -3.68298 -3.35583  0.244
N 4.18385 -3.28321 -2.86219  -0.629
C 5.31188 -4.21030 -2.80100  -0.048
C 5.11246 -5.31396 -1.76390  -0.627
C 6.57134 -3.40782 -2.51061  -0.604
C 2.10636 0.40503 0.24501  -0.490
C 1.82166 1.81969 0.72532  0.687
O 2.20303 2.29770 1.77433  -0.623
H -4.37593 5.00054 1.04291  0.212
H -3.47505 6.37976 1.66210  0.204
H -3.31274 5.91960 -0.03578  0.210
H -2.38795 4.23183 2.35530  0.161
H -2.31775 3.72377 0.67135  0.189
H -1.28606 7.21869 1.77205  0.201
H -0.97069 6.07718 3.09497  0.158
H 1.00317 7.03553 0.97228  0.200
H 1.22216 7.11173 2.72415  0.213
H 2.22344 4.95981 1.32933  0.217
H 1.48761 4.71925 2.89322  0.221
H -0.12839 3.43877 1.91346  0.191
H -0.53559 3.64695 -0.66401  0.204
H 1.01433 4.46914 -0.70086  0.193
H -0.24998 1.16784 -1.30977  0.212
H 0.86789 2.13700 -2.29181  0.198
H 2.70085 0.73338 -1.80023  0.204
H 2.96548 -1.10117 -2.85675  0.404
H -0.22416 -2.47071 -3.54078  0.241
H -0.57549 -4.63190 -4.71516  0.231
H 3.55615 -5.57631 -4.18619  0.227
H 4.10010 -2.73923 -2.01278  0.376
H 5.41369 -4.65412 -3.79386  0.195
H 5.93661 -6.02794 -1.79647  0.215
H 5.08147 -4.88009 -0.76129  0.205
H 4.18195 -5.85776 -1.92397  0.220
H 7.44236 -4.06169 -2.47116  0.217
H 6.73534 -2.64985 -3.27575  0.219
H 6.48929 -2.90851 -1.54107  0.199
H 1.41873 -0.26842 0.76218  0.247
H 3.12624 0.11686 0.48912  0.233

Cartesian forces (eV/Å) of the 2 atoms listed first:
0.0016 -0.0046 0.0020
0.0006 0.0077 -0.0019

---

4.
Computed, not measured: a 17-piece molecular cluster, C4H38O17 overall in a non-equilibrium geometry, with ωB97M-V/def2-TZVPD.

The max |F| comes out at 0.037 Eh/bohr. For the HOMO energy, the calculation gives -9.4 eV. For the energy relative to the best compared isomer or geometry (same formula, charge and spin), the calculation gives 3.599 eV. Its LUMO energy is -0.11 eV. The total energy is -39572.007 eV.

Each line ends with the natural charge from an NBO analysis.
CARTESIAN COORDINATES (ANGSTROEM)
C -0.94032 0.31633 -0.96800  -0.537
C -0.45833 1.06259 -1.95482  0.294
O 0.45065 2.07882 -1.72228  -0.731
C -0.69525 1.02284 -3.39892  -0.269
C -0.68080 -0.07762 -4.14694  -0.340
H -0.87542 0.61953 0.07294  0.241
H -1.56359 -0.52655 -1.23783  0.207
H 2.43811 1.43002 -3.23696  0.477
H -0.88276 1.93887 -3.95073  0.217
H -0.40185 -1.01734 -3.67698  0.200
H -0.86015 -0.06605 -5.20596  0.206
H -2.72423 -0.53950 2.67977  0.499
H -4.15368 -0.24495 2.29059  0.470
O -3.59277 -0.98374 2.54902  -0.984
H -1.65802 1.40200 2.28693  0.513
H -0.41684 0.42863 2.14611  0.490
O -1.37426 0.50904 2.02323  -0.991
H 3.15428 0.02979 -3.15242  0.491
H 4.48021 1.37729 -0.87690  0.497
O 3.27111 0.97157 -3.34264  -0.979
H -2.85447 2.98470 -2.08487  0.481
H -1.44663 3.20551 -1.42499  0.476
O -2.39651 3.20833 -1.27247  -0.959
H -2.88533 -3.83179 -2.44935  0.479
H -1.94583 -3.13886 -1.44836  0.481
O -2.00636 -3.87363 -2.06919  -0.959
H -3.44640 2.81307 1.23260  0.489
H -2.17163 3.46611 1.73223  0.502
O -2.83343 2.79542 1.96625  -0.980
H 4.33547 -1.93825 -2.05514  0.486
H 2.91736 -2.06941 -1.69614  0.525
O 3.56289 -1.36200 -1.95099  -0.983
H -0.22349 -5.19371 -0.72888  0.493
H 0.10204 -5.16506 -2.23691  0.496
O 0.48874 -5.30969 -1.36772  -0.956
H 2.12722 2.75557 1.08359  0.491
H 1.59036 3.11663 2.45881  0.466
O 1.81193 3.50492 1.60489  -0.959
H 1.39296 -2.87827 0.14534  0.484
H 1.48911 -3.91610 -0.98808  0.509
O 1.60509 -2.95976 -0.79039  -1.001
H -0.22376 -1.37545 4.44511  0.468
H 1.02495 -1.79545 5.19034  0.478
O 0.11992 -2.06234 5.01731  -0.946
H -0.33170 5.29759 1.45665  0.484
H -0.95590 4.80034 0.19347  0.474
O -1.19795 5.13734 1.06876  -0.945
H 0.66323 2.25568 -0.79656  0.502
H 0.89400 0.16927 0.20741  0.493
O 1.57746 0.58267 0.75519  -1.050
H 2.51173 0.45501 0.47585  0.521
H 3.85385 -0.05829 -0.97456  0.507
O 3.93105 0.74436 -0.40301  -1.012
H -2.90455 -3.07335 2.28694  0.490
H -3.41344 -4.20694 1.47479  0.456
O -2.77285 -4.02826 2.17418  -0.949
H 2.27416 0.07705 3.61984  0.485
H 1.50702 1.03079 4.57039  0.475
O 1.71360 0.10469 4.40046  -0.959

Cartesian forces (eV/Å) of the 2 atoms listed first:
-0.4694 -0.2329 -0.6886
1.2065 0.4688 0.5481